No. 1
This record from the OMol25 dataset describes an isolated molecule of C21H26FN3O2. The level of theory is ωB97M-V with the def2-TZVPD basis set.

For the LUMO energy, the calculation gives 0.5210 eV. The calculation puts the calculated total energy at -1230.4611 hartree. For the energy above the lowest of the compared OMol25 structures with the same formula, charge and spin, the calculation gives 0.505 eV. The HOMO energy comes out at -8.6 eV. As for the total charge: 0. For the HOMO-LUMO gap, the calculation gives 0.3343 hartree.

XYZ file:
```
53
Properties=species:S:1:pos:R:3:forces:R:3
C 1.621 4.298 0.181 -0.1545 -0.2319 -0.1082
C 0.738 3.245 -0.492 0.0563 0.1423 0.0508
C 0.230 3.797 -1.827 0.0577 -0.1075 0.1893
C 1.571 1.974 -0.740 0.0393 0.0888 0.0676
C 0.667 0.857 -1.120 -0.4944 0.0784 0.1053
C -0.677 0.803 -0.819 0.3844 0.1030 -0.3281
C -1.097 -0.465 -1.254 0.3533 0.2896 0.0420
N -0.092 -1.137 -1.766 -0.2193 -0.7767 -0.3175
N 0.981 -0.333 -1.698 -0.5282 0.4334 0.2468
C 2.209 -0.816 -2.165 0.7293 -0.3884 -0.3061
C 3.077 -0.025 -2.911 -0.2228 0.1081 0.1012
C 4.275 -0.551 -3.363 0.0048 -0.0862 0.0800
C 4.616 -1.866 -3.097 -0.0228 -0.1620 0.0516
C 3.725 -2.644 -2.379 -0.0336 0.2247 -0.0574
F 4.039 -3.929 -2.128 -0.0412 0.0849 -0.0047
C 2.528 -2.145 -1.907 0.0861 -0.0208 0.0194
C -1.429 1.902 -0.143 0.2847 -0.0072 0.1641
N -2.292 1.363 0.903 -0.2214 0.3449 -0.4220
C -1.837 0.544 1.880 -0.6511 0.0674 0.4177
O -0.665 0.281 2.037 0.3670 -0.1308 0.0500
C -2.949 -0.035 2.750 0.3891 -0.2811 0.0313
C -2.400 -0.507 4.096 -0.3191 -0.0606 -0.0391
C -3.497 -1.224 4.881 0.2466 0.2240 0.1342
O -4.042 -2.310 4.167 0.0380 -0.1403 0.0146
C -4.601 -1.904 2.942 -0.0189 -0.0137 -0.3611
C -3.567 -1.242 2.030 -0.2638 0.0055 0.3207
C -0.430 2.910 0.448 -0.0066 -0.0340 -0.1913
H 1.954 3.952 1.156 0.0640 -0.0253 0.1400
H 1.072 5.227 0.316 -0.0532 0.1307 0.0244
H 2.499 4.506 -0.428 0.1269 0.0481 -0.0679
H -0.289 3.030 -2.397 -0.0900 -0.0510 -0.1239
H 1.064 4.159 -2.426 0.0813 0.0444 -0.0999
H -0.453 4.628 -1.661 -0.0908 0.1327 -0.0024
H 2.092 1.697 0.182 0.0785 0.0397 0.0045
H 2.328 2.173 -1.498 0.0298 0.0331 0.0334
H -2.074 -0.904 -1.206 -0.2037 -0.1589 0.0060
H 2.808 0.987 -3.165 -0.0588 0.0752 -0.0164
H 4.945 0.068 -3.940 0.0483 0.0498 -0.0506
H 5.544 -2.291 -3.444 0.0854 -0.0713 -0.0300
H 1.842 -2.768 -1.357 -0.0345 -0.0744 0.0601
H -2.090 2.401 -0.863 0.0637 -0.0359 0.1090
H -3.283 1.514 0.819 0.0544 -0.0461 0.0901
H -3.722 0.726 2.912 0.0123 -0.0158 -0.0329
H -1.569 -1.190 3.913 0.0261 0.0427 0.0373
H -2.026 0.339 4.673 0.0621 -0.0037 0.0405
H -4.298 -0.509 5.133 0.0377 -0.0742 0.0310
H -3.100 -1.648 5.805 -0.0538 0.1141 -0.0239
H -5.432 -1.202 3.125 0.0315 -0.0738 -0.0229
H -5.000 -2.810 2.481 -0.0427 0.1215 -0.0008
H -2.777 -1.960 1.802 0.0256 -0.0241 -0.0629
H -4.044 -0.940 1.095 -0.0109 -0.0311 -0.0565
H -0.023 2.466 1.357 -0.0151 0.0458 0.0420
H -0.960 3.825 0.720 -0.0130 0.0536 0.0213
```
Forces are in eV/Å.



No. 2
This record from the OMol25 dataset describes a structure of composition C12H24N4O3SV at a distorted geometry. The level of theory is ωB97M-V with the def2-TZVPD basis set.

For the LUMO energy (alpha / beta), the calculation gives -16.2690 / -14.9377 eV. The calculation puts the calculated total energy at -2256.9868 hartree. The HOMO energy (alpha / beta) comes out at -21.1 / -21.1 eV. As for the multiplicity: 2. As for the total charge: +4. For the HOMO-LUMO gap (alpha / beta), the calculation gives 0.1783 / 0.2281 hartree.

XYZ file:
```
45
Properties=species:S:1:pos:R:3:forces:R:3
V 0.546 0.116 0.209 -0.4363 -0.7758 0.1383
C -0.650 0.758 5.330 0.2468 -0.1298 -0.3520
N 0.212 0.405 4.149 0.1717 0.0656 1.0253
C 1.635 0.107 4.511 -0.4093 0.0643 -0.0994
C -0.257 0.376 2.980 0.2060 -0.2536 -1.2210
O 0.545 0.020 1.928 0.1932 0.1071 1.3198
C -1.682 0.670 2.552 -0.0877 -0.1585 -0.0945
O -1.734 0.601 1.120 0.6124 0.2435 0.0376
C -2.291 1.728 0.436 -0.0534 -0.1463 -0.0533
C -1.350 2.089 -0.696 0.7012 -0.9752 0.2794
O -0.277 1.242 -0.791 -0.6790 1.1968 -0.9550
N -1.477 3.053 -1.498 -0.2761 0.7305 -0.4934
C -0.504 3.398 -2.583 -0.2944 -0.0753 0.2882
C -2.657 3.983 -1.387 0.3417 -0.2541 -0.1128
H -0.294 1.707 5.721 0.0087 0.0715 0.0615
H -1.696 0.815 5.052 -0.0367 0.0115 -0.0040
H -0.507 -0.028 6.067 -0.0071 -0.0362 0.0867
H 2.014 0.978 5.040 0.0527 0.0292 0.0443
H 1.621 -0.754 5.174 0.0273 -0.0471 0.0488
H 2.218 -0.095 3.624 0.0725 -0.0148 -0.0745
H -2.345 -0.091 2.963 -0.0948 -0.0711 0.0417
H -1.997 1.646 2.920 0.0027 0.0798 0.0164
H -3.264 1.456 0.028 -0.1232 -0.0595 -0.0378
H -2.422 2.582 1.101 0.0211 0.0880 0.0314
H 0.371 2.768 -2.521 0.0772 -0.0517 -0.0126
H -1.021 3.267 -3.530 -0.0022 0.0033 -0.0566
H -0.241 4.444 -2.445 0.0244 0.0668 -0.0264
H -3.530 3.448 -1.027 -0.0415 0.0024 0.0238
H -2.381 4.800 -0.723 -0.0086 0.0704 0.0185
H -2.851 4.363 -2.385 -0.0500 0.0524 -0.0260
C -0.240 -3.486 -2.224 0.2374 0.0093 -0.1907
N 1.178 -3.277 -2.519 0.2708 0.5750 0.5039
C 1.845 -4.044 -3.622 -0.2334 -0.0573 0.1288
C 3.287 -3.517 -3.616 0.2493 0.1380 0.0530
N 3.262 -2.565 -2.468 0.4032 0.4936 0.3005
C 2.061 -2.486 -1.936 -0.1878 -0.7662 -1.0908
S 1.863 -1.526 -0.448 -0.3140 -0.0812 0.3061
H -0.445 -4.554 -2.304 -0.0450 0.0651 0.0461
H -0.845 -2.947 -2.955 -0.0369 -0.0688 0.0799
H -0.456 -3.164 -1.211 -0.0986 0.0369 0.1114
H 1.309 -3.852 -4.554 0.0875 0.0085 0.0732
H 1.772 -5.107 -3.383 0.0211 0.0986 -0.0322
H 3.559 -2.977 -4.525 -0.0567 -0.0671 0.1105
H 4.032 -4.292 -3.422 -0.1166 0.0810 -0.0262
H 4.082 -2.054 -2.132 -0.3397 -0.2997 -0.2161
```
Forces are in eV/Å.



No. 3
This record from the OMol25 dataset describes an isolated molecule of C2H5NO. The level of theory is ωB97M-V with the def2-TZVPD basis set.

For the LUMO energy, the calculation gives 0.8982 eV. The calculation puts the calculated total energy at -209.2047 hartree. For the energy above the lowest of the compared OMol25 structures with the same formula, charge and spin, the calculation gives 0.479 eV. The HOMO energy comes out at -9.8 eV. As for the total charge: 0. For the HOMO-LUMO gap, the calculation gives 0.3950 hartree.

XYZ file:
```
9
Properties=species:S:1:pos:R:3:forces:R:3
C -1.058 0.029 0.336 -0.2440 -0.0725 0.0307
N 0.126 0.347 -0.431 0.1099 -0.0825 -0.0124
C 1.324 -0.228 -0.159 0.0423 0.0516 -0.1013
O 1.535 -1.008 0.746 -0.0676 0.1717 -0.1590
H -0.747 -0.275 1.334 -0.0417 0.0217 -0.0751
H -1.696 0.911 0.410 0.0399 -0.0825 0.0094
H -1.633 -0.791 -0.113 0.1125 0.1377 0.0899
H 0.038 0.907 -1.264 0.0897 -0.0650 0.1245
H 2.112 0.108 -0.859 -0.0409 -0.0801 0.0934
```
Forces are in eV/Å.



No. 4
This record from the OMol25 dataset describes a cluster of 2 separate species, C4H6N2S in total at a distorted geometry. The level of theory is ωB97M-V with the def2-TZVPD basis set.

For the LUMO energy, the calculation gives -0.3857 eV. The calculation puts the calculated total energy at -663.5474 hartree. For the energy above the lowest of the compared OMol25 structures with the same formula, charge and spin, the calculation gives 4.929 eV. The HOMO energy comes out at -8.1 eV. As for the total charge: 0. For the HOMO-LUMO gap, the calculation gives 0.2850 hartree.

XYZ file:
```
13
Properties=species:S:1:pos:R:3:forces:R:3
C -1.065 1.216 0.427 -2.5255 -0.3466 2.4067
C -0.065 -0.460 -1.290 -0.4344 -3.5672 -0.9318
C 0.894 -1.190 -0.641 0.5406 -0.7297 -1.0538
C 1.599 -0.933 0.608 -0.4870 0.9230 -1.4851
H -1.018 1.916 2.255 2.8655 -1.0721 -3.0617
H -2.577 1.315 0.506 4.4470 0.0589 -0.2225
H -1.589 0.889 -1.446 1.9335 -1.3677 1.6442
H -0.657 -0.929 -2.277 2.3370 1.3667 2.5336
H 1.304 -2.083 -1.170 -0.6182 0.7694 0.3325
H 1.606 0.023 1.037 -1.0917 1.5765 0.2107
N -0.274 1.561 1.403 -4.4616 0.1302 0.3675
N -0.851 0.484 -0.754 -3.6380 4.2073 -1.3422
S 2.692 -1.808 1.342 1.1329 -1.9487 0.6020
```
Forces are in eV/Å.



Question: calculated total energy of number 2 (C12H24N4O3SV)?
Answer: -2256.9868 hartree